Here is a gas-phase ion, C16H31ClNO2 (charge +1) from the OMol25 dataset. Energies are from ωB97M-V/def2-TZVPD.

Computed properties:
ΔE to the lowest compared entry with this formula, charge and spin, kJ/mol: 8.9
Max |F|, eV Å⁻¹: 1.15
Total charge: +1
DFT total energy, eV: -35196.57120
Structure (SMILES): CCCCCCCCOC(=O)C[N+](C)(C)C/C=C(/C)Cl
Kohn-Sham gap, Eh: 0.3999
Highest occupied orbital energy, eV: -13.18
E_LUMO, Eh: -0.0844

Each line ends with the Mulliken charge.
Cartesian coordinates (Å):
1 C -4.060 -1.503 -1.999  -1.1865
2 H -5.041 -1.721 -2.412  0.3926
3 C -4.127 -1.484 -0.475  -0.7187
4 C -2.781 -1.146 0.186  -0.3312
5 C -2.676 0.297 0.690  -0.2725
6 C -2.704 1.338 -0.427  -0.2514
7 C -2.631 2.779 0.085  -1.1119
8 C -1.345 3.158 0.821  -0.4927
9 C -0.089 3.111 -0.044  -0.5870
10 H -0.245 3.620 -0.996  0.4605
11 H 0.749 3.565 0.493  0.3867
12 O 0.285 1.769 -0.413  -0.2933
13 C 0.850 1.016 0.496  0.3385
14 O 1.144 1.331 1.618  -0.5802
15 C 1.075 -0.387 -0.106  -0.3759
16 N 1.711 -1.371 0.798  0.1775
17 C 0.922 -1.522 2.036  -0.8529
18 H 1.348 -2.312 2.652  0.4513
19 H -0.107 -1.781 1.791  0.2426
20 H 0.931 -0.590 2.598  0.3987
21 C 1.759 -2.674 0.108  -0.9494
22 H 0.750 -3.042 -0.067  0.3774
23 H 2.293 -3.397 0.722  0.3896
24 H 2.271 -2.577 -0.847  0.4359
25 C 3.105 -0.928 1.152  -0.5809
26 C 4.045 -0.916 -0.012  -0.9600
27 C 4.402 0.164 -0.706  0.8746
28 C 5.390 0.170 -1.815  -1.2817
29 H 6.229 0.815 -1.559  0.3368
30 H 4.940 0.570 -2.723  0.3410
31 H 5.764 -0.831 -2.010  0.3660
32 Cl 3.722 1.723 -0.354  -0.1028
33 H 4.522 -1.852 -0.262  0.3893
34 H 3.478 -1.617 1.912  0.5884
35 H 3.027 0.070 1.587  0.4139
36 H 1.694 -0.266 -0.997  0.4100
37 H 0.094 -0.759 -0.415  -0.0674
38 H -1.442 4.185 1.176  0.4412
39 H -1.201 2.525 1.698  0.2360
40 H -3.468 2.951 0.765  0.4076
41 H -2.756 3.453 -0.765  0.3478
42 H -1.886 1.153 -1.128  0.2102
43 H -3.639 1.235 -0.977  0.4296
44 H -1.751 0.400 1.267  0.1129
45 H -3.503 0.488 1.376  0.4730
46 H -1.981 -1.343 -0.535  -0.0179
47 H -2.629 -1.810 1.042  0.3207
48 H -4.880 -0.765 -0.152  0.3226
49 H -4.456 -2.468 -0.136  0.3700
50 H -3.372 -2.274 -2.342  0.3172
51 H -3.728 -0.547 -2.395  0.2541

Forces on atoms 1 to 3 (eV/Å):
-0.14 -0.01 0.19
-0.06 -0.02 -0.14
0.22 -0.11 -0.15